Entry 1:
DFT (the ωB97M-V functional and the def2-TZVPD basis) results for a 2-piece molecular cluster, C2H8O2 overall at a distorted geometry.

ORCA input file:
```
! RIJCOSX wB97M-V def2-TZVPD def2/J DEFGRID3
* xyz 0 1
C -0.051 1.358 1.650
O 0.159 0.207 2.521
H 0.762 1.170 0.952
H -0.980 1.316 1.078
H -0.059 2.216 2.302
H -0.354 -0.533 2.256
C 0.487 -0.921 -1.743
O -0.897 -0.605 -2.016
H 0.626 -1.093 -0.674
H 0.991 0.017 -1.968
H 0.733 -1.728 -2.424
H -1.417 -1.405 -1.934
*
```

Properties
* SMILES string: CO.CO
* HOMO-LUMO gap: 11.05 eV
* highest occupied orbital energy: -10.3 eV
* electronic energy: -231.42111 Eh
* energy above the lowest of the compared OMol25 structures with the same formula, charge and spin: 108.2 kJ/mol

Here are the Mulliken charges for atoms 1 to 4, given in e: atom 1 (C): -0.4226, atom 2 (O): -0.5108, atom 3 (H): 0.1759, atom 4 (H): 0.2420


Entry 2:
DFT (the ωB97M-V functional and the def2-TZVPD basis) results for one molecule with the formula C4H5Cl at a distorted geometry.

ORCA input file:
```
! RIJCOSX wB97M-V def2-TZVPD def2/J DEFGRID3
* xyz 0 1
C -1.410 -0.590 -0.130
C -0.103 -0.915 0.229
C 1.011 0.007 0.134
C 0.771 1.306 0.085
Cl 2.578 -0.601 -0.051
H -1.898 0.635 -0.183
H -2.145 -1.513 -0.280
H -0.012 -2.192 0.296
H 1.439 2.240 -0.106
H -0.232 1.624 0.005
*
```

Properties
* SMILES string: C=CC(=C)Cl
* HOMO-LUMO gap: 9.22 eV
* highest occupied orbital energy: -8.9 eV
* electronic energy: -615.48307 Eh
* energy above the lowest of the compared OMol25 structures with the same formula, charge and spin: 190.7 kJ/mol

Here are the Mulliken charges for atoms 1 to 4, given in e: atom 1 (C): -0.5496, atom 2 (C): -0.1294, atom 3 (C): 0.6447, atom 4 (C): -0.6718


Entry 3:
DFT (the ωB97M-V functional and the def2-TZVPD basis) results for a 2-piece molecular cluster, C12H25N4O3 overall at a distorted geometry.

ORCA input file:
```
! RIJCOSX wB97M-V def2-TZVPD def2/J DEFGRID3
* xyz 1 1
C 0.502 -0.618 0.836
C -0.847 -1.394 0.980
C -2.007 -0.688 0.239
C -0.579 -2.893 0.583
C -0.969 -3.819 1.794
C -1.380 -3.430 -0.606
O -1.197 -2.745 -1.888
C 0.014 -2.422 -2.177
N 1.155 -3.070 -2.034
C 2.066 -2.217 -2.575
N 3.347 -2.560 -2.604
N 1.491 -1.121 -3.045
N 0.174 -1.233 -2.735
H 0.791 -0.598 -0.227
H 0.416 0.390 1.256
H 1.269 -1.213 1.354
H -1.075 -1.337 2.054
H -1.582 -0.167 -0.637
H -2.860 -1.325 -0.015
H -2.405 0.108 0.887
H 0.506 -3.022 0.485
H -0.266 -4.666 1.811
H -1.997 -4.191 1.698
H -0.834 -3.308 2.753
H -1.097 -4.484 -0.760
H -2.447 -3.441 -0.369
H 3.990 -2.025 -3.169
H 3.656 -3.318 -2.014
H 1.946 -0.351 -3.514
H -0.504 -0.513 -2.942
O -2.081 3.001 2.140
C -1.197 3.729 1.778
O -1.070 4.017 0.466
C -0.171 5.006 -0.047
C 1.221 4.442 -0.242
C -0.172 4.257 2.752
H -0.177 5.898 0.579
H -0.580 5.304 -1.012
H 1.659 4.115 0.702
H 1.879 5.190 -0.686
H 1.187 3.570 -0.898
H 0.596 3.499 2.906
H -0.671 4.454 3.699
H 0.295 5.189 2.445
*
```

Properties
* HOMO-LUMO gap: 9.30 eV
* highest occupied orbital energy: -12.3 eV
* electronic energy: -916.73914 Eh
* energy above the lowest of the compared OMol25 structures with the same formula, charge and spin: 249.5 kJ/mol

Here are the Mulliken charges for atoms 1 to 4, given in e: atom 1 (C): -1.3366, atom 2 (C): 0.5132, atom 3 (C): -1.2679, atom 4 (C): 0.6754


Entry 4:
DFT (the ωB97M-V functional and the def2-TZVPD basis) results for C31H39CuN3O as an isolated structure at a distorted geometry.

ORCA input file:
```
! RIJCOSX wB97M-V def2-TZVPD def2/J DEFGRID3
* xyz -2 2
Cu -0.145 0.003 0.168
N 0.376 -2.325 3.271
N -2.400 0.622 1.710
C 0.206 0.009 -1.996
C -0.459 -1.183 -1.558
C 0.475 -1.914 -0.744
C 0.234 -3.210 -0.050
H -0.754 -3.611 -0.309
H 0.281 -3.092 1.046
H 1.002 -3.940 -0.351
C 1.711 -1.205 -0.731
C 2.958 -1.712 -0.108
H 3.478 -2.407 -0.790
H 2.751 -2.266 0.816
H 3.654 -0.895 0.118
C 1.540 -0.013 -1.481
C 2.589 0.999 -1.757
H 3.200 1.193 -0.864
H 2.150 1.950 -2.083
H 3.268 0.654 -2.554
C -1.810 -1.647 -1.974
H -1.750 -2.320 -2.848
H -2.444 -0.799 -2.259
H -2.306 -2.202 -1.168
C -0.338 0.979 -2.982
H 0.108 1.972 -2.838
H -1.425 1.079 -2.870
H -0.141 0.676 -4.025
C 0.971 -2.363 4.452
H 1.470 -3.300 4.608
C 0.971 -1.314 5.362
H 1.480 -1.467 6.305
C 0.290 -0.134 5.073
H 0.280 0.697 5.772
C -0.340 -0.016 3.840
H -0.861 0.884 3.486
C -0.147 -1.117 2.920
C -0.393 -1.342 1.453
H -1.530 -1.997 1.431
C -1.901 1.142 0.636
C -3.693 0.773 1.764
H -4.095 0.128 2.551
C -4.082 1.707 0.836
H -5.039 2.184 0.758
N -2.936 1.997 0.074
C -2.858 2.702 -1.117
C -3.868 2.445 -2.034
C -3.871 3.255 -3.179
H -4.652 3.079 -3.910
C -2.895 4.237 -3.360
C -2.960 5.129 -4.570
H -1.950 5.403 -4.903
H -3.505 6.059 -4.347
H -3.482 4.624 -5.392
C -1.870 4.414 -2.422
H -1.093 5.161 -2.570
C -1.818 3.616 -1.269
C -0.724 3.759 -0.258
H -1.075 3.872 0.781
H -0.138 4.661 -0.505
H -0.029 2.898 -0.285
C -4.852 1.345 -1.839
H -5.561 1.522 -1.016
H -4.378 0.356 -1.691
H -5.436 1.281 -2.768
C 2.768 2.487 2.653
C 2.399 1.112 2.205
C 3.214 0.023 2.826
O 1.502 0.927 1.382
H 2.582 2.585 3.733
H 2.180 3.224 2.098
H 3.843 2.642 2.485
H 2.853 -0.967 2.532
H 4.268 0.145 2.520
H 3.184 0.114 3.922
*
```

Properties
* HOMO-LUMO gap (spin up / spin down): 2.54 / 2.44 eV
* highest occupied orbital energy (spin up / spin down): 2.0 / 2.1 eV
* electronic energy: -3084.33555 Eh
* energy above the lowest of the compared OMol25 structures with the same formula, charge and spin: 322.0 kJ/mol

Here are the Mulliken charges for atoms 1 to 4, given in e: atom 1 (Cu): -0.4191, atom 2 (N): -0.3702, atom 3 (N): -0.1976, atom 4 (C): 0.5033